Record 1
{
  "formula": "C5H7O4Y",
  "method": "ωB97M-V with the def2-TZVPD basis set",
  "elements": ["O", "Y", "C", "C", "H", "H", "H", "H", "C", "C", "H", "H", "O", "C", "O", "O", "H"],
  "positions_angstrom": [[-1.941, 1.598, -0.391], [0.069, 1.881, -0.539], [-2.585, 0.355, -0.341], [-1.718, -0.724, 0.280], [-3.514, 0.440, 0.258], [-2.890, 0.023, -1.355], [-1.206, -0.394, 1.194], [-2.137, -1.732, 0.179], [0.262, -1.444, -0.764], [1.017, -0.257, -0.818], [-0.267, -1.642, -1.704], [0.686, -2.353, -0.313], [2.157, -0.351, 0.076], [2.551, 0.760, 0.622], [1.922, 1.823, 0.605], [3.632, 0.583, 1.344], [3.961, 1.432, 1.668]],
  "atomic_forces_ev_per_a": [[1.221, 0.174, -0.066], [-1.402, 0.055, -1.073], [-0.168, -0.930, -0.198], [-0.248, 0.021, -0.128], [0.281, -0.043, -0.159], [0.022, 0.286, 0.359], [-0.336, -0.624, -0.101], [0.322, 0.322, 0.552], [1.073, 1.252, -1.631], [-1.106, -0.704, 0.625], [-0.405, 0.123, 0.638], [-0.414, 0.476, 0.302], [0.507, 0.574, 0.186], [0.707, -2.321, 1.071], [-0.032, 1.035, 0.014], [-0.004, 0.207, -0.576], [-0.016, 0.097, 0.186]],
  "lowdin_spin": [0.005, 0.057, 0.068, 0.517, 0.024, 0.007, 0.017, 0.019, -0.086, 0.291, 0.009, -0.007, 0.043, 0.022, 0.004, 0.010, 0.000],
  "homo_lumo_gap_ha": [0.21573, 0.30516],
  "e_tot_ev": -14522.3508,
  "relative_energy_ev": 0.759,
  "homo_ev": [-10.808, -13.271],
  "max_force_ha_per_bohr": 0.052,
  "charge": 1,
  "spin_multiplicity": 2
}

---

Record 2
{
  "formula": "C5H7OP",
  "method": "ωB97M-V with the def2-TZVPD basis set",
  "elements": ["C", "C", "C", "C", "C", "O", "P", "H", "H", "H", "H", "H", "H", "H"],
  "positions_angstrom": [[-0.105, 2.204, 0.105], [0.055, 1.019, -0.516], [0.054, -1.304, 0.741], [0.432, -1.557, -0.671], [0.847, -0.250, -0.066], [3.248, 1.066, -0.529], [2.632, -0.099, 0.159], [0.575, 2.659, 0.828], [-0.893, -0.925, 0.969], [0.538, -1.992, 1.546], [1.171, -2.291, -0.673], [-0.349, -1.467, -1.391], [-0.665, 0.872, -1.371], [-0.593, 3.029, -0.507]],
  "atomic_forces_ev_per_a": [[1.172, 1.156, -2.141], [-1.293, -0.843, 0.458], [2.136, -0.899, 1.030], [-1.122, 0.685, 1.075], [-0.635, 2.512, -0.054], [-0.850, -0.396, 0.300], [0.949, -0.250, 0.082], [-0.278, -0.727, 0.398], [-1.355, 0.180, 0.371], [-0.722, 1.628, -1.481], [1.013, -1.243, -0.966], [-0.075, -0.375, -0.754], [1.037, -0.099, 0.668], [0.020, -1.328, 1.012]],
  "nbo_charge": [-0.393, -0.160, -0.377, -0.394, -0.555, -0.971, 1.331, 0.204, 0.228, 0.227, 0.224, 0.233, 0.198, 0.206],
  "smiles": "C=CC1(P=O)CC1",
  "homo_lumo_gap_ha": 0.32281,
  "e_tot_ev": -16632.2160,
  "relative_energy_ev": 1.736,
  "homo_ev": -9.151,
  "max_force_ha_per_bohr": 0.053,
  "spin_multiplicity": 1
}

---

Please write out number 1 again, unchanged.
{
  "formula": "C5H7O4Y",
  "method": "ωB97M-V with the def2-TZVPD basis set",
  "elements": ["O", "Y", "C", "C", "H", "H", "H", "H", "C", "C", "H", "H", "O", "C", "O", "O", "H"],
  "positions_angstrom": [[-1.941, 1.598, -0.391], [0.069, 1.881, -0.539], [-2.585, 0.355, -0.341], [-1.718, -0.724, 0.280], [-3.514, 0.440, 0.258], [-2.890, 0.023, -1.355], [-1.206, -0.394, 1.194], [-2.137, -1.732, 0.179], [0.262, -1.444, -0.764], [1.017, -0.257, -0.818], [-0.267, -1.642, -1.704], [0.686, -2.353, -0.313], [2.157, -0.351, 0.076], [2.551, 0.760, 0.622], [1.922, 1.823, 0.605], [3.632, 0.583, 1.344], [3.961, 1.432, 1.668]],
  "atomic_forces_ev_per_a": [[1.221, 0.174, -0.066], [-1.402, 0.055, -1.073], [-0.168, -0.930, -0.198], [-0.248, 0.021, -0.128], [0.281, -0.043, -0.159], [0.022, 0.286, 0.359], [-0.336, -0.624, -0.101], [0.322, 0.322, 0.552], [1.073, 1.252, -1.631], [-1.106, -0.704, 0.625], [-0.405, 0.123, 0.638], [-0.414, 0.476, 0.302], [0.507, 0.574, 0.186], [0.707, -2.321, 1.071], [-0.032, 1.035, 0.014], [-0.004, 0.207, -0.576], [-0.016, 0.097, 0.186]],
  "lowdin_spin": [0.005, 0.057, 0.068, 0.517, 0.024, 0.007, 0.017, 0.019, -0.086, 0.291, 0.009, -0.007, 0.043, 0.022, 0.004, 0.010, 0.000],
  "homo_lumo_gap_ha": [0.21573, 0.30516],
  "e_tot_ev": -14522.3508,
  "relative_energy_ev": 0.759,
  "homo_ev": [-10.808, -13.271],
  "max_force_ha_per_bohr": 0.052,
  "charge": 1,
  "spin_multiplicity": 2
}

---

- What is the formula in the second record?
  C5H7OP